Below is an isolated molecule of C5H8O at a distorted geometry, with properties calculated with ωB97M-V with the def2-TZVPD basis set.

Computed properties:
* E_tot: -270.40734 a.u.
* lowest unoccupied orbital energy: 1.12 eV
* structure (SMILES): C1C[C@@H]2C[C@@H]2O1
* HOMO-LUMO gap: 9.4 eV
* energy relative to the best compared isomer or geometry (same formula, charge and spin): 4.097 eV

Geometry (Å):
C 1.57967 0.42449 -0.23827
C 0.52621 0.09560 0.79162
C -0.66016 0.79215 0.08304
C -1.62247 -0.34325 -0.25531
O -0.68359 -1.36889 -0.64154
C 0.53635 -1.04272 -0.11016
H 1.63370 1.53340 -0.35882
H 2.56461 -0.00031 -0.28337
H 0.67692 0.10316 1.86470
H -0.00873 0.94464 -0.85566
H -1.09439 1.66956 0.57519
H -2.26480 -0.12499 -1.11427
H -2.26979 -0.74038 0.54891
H 1.21066 -1.89168 -0.10523

Forces on atoms 1 to 6 (eV/Å):
C 0.71 -0.72 0.40
C 0.12 -0.04 0.16
C -0.09 0.08 0.10
C 0.08 0.16 -0.10
O 0.35 0.12 -0.40
C 0.74 0.43 -0.44

Taken from the natural (NBO) analysis, the atomic charges in e are: -0.547, -0.317, -0.456, -0.070, -0.497, 0.200, 0.219, 0.200, 0.210, 0.252, 0.226, 0.192, 0.172, 0.215